[1]
ORCA calculation (the ωB97M-V functional and the def2-TZVPD basis) on an isolated ion of composition C5H12NS2 and charge -1.

## Properties
- E (eV) = -28539.29808
- net charge = -1
- molar mass (g mol⁻¹) = 150.29
- SMILES = [S-]CCNCCCS
- orbital gap (eV) = 5.09
- LUMO (eV) = 2.7742
- relative energy (zero: lowest compared OMol25 entry of this formula, charge and spin) (eV) = 1.4200

XYZ file:
```
20
C5H12NS2 (the ωB97M-V functional and the def2-TZVPD basis)
H -2.0004 -3.5711 -0.4916
H -0.6863 1.0300 1.0215
N -0.0699 -0.8897 0.3757
H 2.7689 1.8341 1.6722
H -0.3591 -1.1048 1.4314
C -0.2295 0.5753 0.1462
S 2.2911 3.0801 1.3492
C -0.6999 -1.8411 -0.5965
C 1.2339 1.0384 -0.2120
H -0.8535 0.8067 -0.7489
H 2.0384 2.9150 -1.0113
H 0.2896 3.1755 -0.1943
H -2.0166 -2.7088 1.0327
S -3.6322 -1.8334 -0.5388
H 1.8476 0.4251 0.4532
H -0.9483 -1.3550 -1.5404
C 1.3558 2.6326 -0.1507
H 0.1464 -2.5356 -0.7315
C -1.9933 -2.4959 -0.0303
H 1.5174 0.8224 -1.2360
```

=====

[2]
ORCA calculation (the ωB97M-V functional and the def2-TZVPD basis) on a 2-piece molecular cluster, C3H8ClOPS overall.

## Properties
- E (eV) = -37935.30434
- molar mass (g mol⁻¹) = 158.59
- orbital gap (alpha / beta) (eV) = 8.04 / 8.04
- LUMO (alpha / beta) (eV) = -0.4417 / -0.4411
- relative energy (zero: lowest compared OMol25 entry of this formula, charge and spin) (eV) = 1.1797

XYZ file:
```
15
C3H8ClOPS (the ωB97M-V functional and the def2-TZVPD basis)
H 1.6929 0.8704 0.3011
P -2.4952 0.1456 0.1651
Cl -3.4285 -1.6014 -0.2307
H -0.4708 -2.0168 -1.1454
C 0.2608 -1.2162 -1.0426
H 0.2978 1.4029 1.2431
H -3.3237 1.1776 1.9172
C 0.6007 0.9263 0.3136
O -2.8811 0.3433 1.7302
H 0.0000 -1.0183 1.1159
S -3.1670 1.6602 -0.8677
C 0.0327 -0.4420 0.1986
H 1.2500 -1.6816 -0.9940
H 0.2238 -0.5787 -1.9225
H 0.2911 1.5504 -0.5230
```

=====

[3]
ORCA calculation (the ωB97M-V functional and the def2-TZVPD basis) on a 6-piece molecular cluster, C34H34N2O8 overall.

## Properties
- E (eV) = -55159.63758
- molar mass (g mol⁻¹) = 598.65
- SMILES = Oc1ccc(O)cc1.Oc1ccc(O)cc1.Oc1ccc(O)cc1.Oc1ccc(O)cc1.c1ccncc1.c1ccncc1
- orbital gap (eV) = 8.72
- LUMO (eV) = 0.3682
- relative energy (zero: lowest compared OMol25 entry of this formula, charge and spin) (eV) = 0.4340

XYZ file:
```
78
C34H34N2O8 (the ωB97M-V functional and the def2-TZVPD basis)
H 3.1901 3.2815 1.4041
C 2.3227 2.0870 2.9090
H -2.4219 0.6472 0.4361
H 1.3800 2.6579 2.7711
H 3.9745 -0.4294 4.5718
C 4.6261 1.8371 2.3136
C -4.0793 2.2258 0.6439
C 2.4488 -1.9984 0.1470
O -5.7710 4.0012 0.7174
H 2.8124 -3.9683 -0.3312
H -4.6691 -0.3412 -1.1154
C 2.4262 -3.2615 5.8398
C 0.6869 -2.0148 4.9326
C -4.7236 -0.7632 -2.0676
H 5.4325 1.8843 1.8142
H 1.0717 -2.5573 7.0570
O 4.9354 0.2357 -0.6263
O -5.1247 -4.2246 -3.6252
H 3.2363 -3.7169 6.4184
H -2.3102 -2.6442 -1.4785
C 2.7099 2.8890 -1.7021
H 3.7167 -3.9608 4.2645
H -0.0999 -1.3564 5.1307
C 1.2550 -2.0558 3.7332
H -4.1069 5.1598 -0.8771
H 4.5031 2.9878 -0.5469
C -4.4957 3.5106 0.2564
C 0.1528 -1.2995 -0.5961
C -2.1678 2.4276 -0.8897
C 3.8727 2.2858 -1.1829
C -4.8060 -2.8543 -3.4617
H -5.4917 -4.3960 -4.4726
H 4.7208 -0.4963 -0.2337
H -4.0920 -0.0663 -5.4029
C 1.8865 2.3424 -2.6856
H 1.5037 0.5512 -3.7663
N 2.4080 -2.7010 3.4298
C -2.8817 1.6269 0.0616
C 1.2805 -2.6352 6.0029
H -2.0945 4.1915 -1.9908
H -4.6821 1.5398 1.4961
H 1.7629 -0.1407 0.4690
C 2.9586 -3.3839 4.4523
C 0.8636 -3.4539 -1.1886
O -1.3641 -2.7003 -1.9294
H -6.2713 4.0178 -0.0393
C -0.1244 -2.4797 -1.2910
H 3.5089 -0.8352 -2.6832
H 3.3715 -1.6940 1.8152
C 3.9766 0.9424 -1.3230
C -4.4612 -0.0193 -3.1787
H -0.7427 -0.5024 -0.5570
C 1.4268 -1.0262 0.0605
C 2.2128 -3.2371 -0.4275
C 3.2671 0.2520 -2.3450
C 2.1640 1.0204 -3.1183
N 4.8567 0.8070 3.0861
H -5.1724 -2.8902 -1.4331
O -4.2400 1.3125 -3.0912
O -1.0735 1.9005 -1.4502
H 2.4785 3.9969 -1.4643
H 1.6334 0.8034 4.3959
C -2.5223 3.6650 -1.2399
H -0.5195 2.5596 -1.9047
H -4.4597 -2.4075 -5.5482
H 0.3446 2.6308 -3.7453
C -4.6067 -2.0868 -4.5615
C 2.5491 1.0378 3.7339
C 3.7750 0.4164 3.8477
C -4.3782 -0.6351 -4.3852
H 0.7718 -1.7076 2.7162
C -3.7888 4.2442 -0.6323
H 0.9158 -4.4278 -1.7054
C 3.3523 2.4846 2.1207
O 3.5787 -1.7170 0.9168
H -4.5330 1.7411 -2.2347
O 0.8440 3.1227 -3.2595
C -4.8899 -2.2392 -2.1764
```

=====

[4]
ORCA calculation (the ωB97M-V functional and the def2-TZVPD basis) on a 9-piece molecular cluster, C36H72O27 overall.

## Properties
- E (eV) = -93782.69391
- molar mass (g mol⁻¹) = 936.94
- SMILES = CCOC(=O)OC.CCOC(=O)OC.CCOC(=O)OC.CCOC(=O)OC.CCOC(=O)OC.CCOC(=O)OC.CCOC(=O)OC.CCOC(=O)OC.CCOC(=O)OC
- orbital gap (eV) = 11.03
- LUMO (eV) = 0.5413
- relative energy (zero: lowest compared OMol25 entry of this formula, charge and spin) (eV) = 1.7408

XYZ file:
```
135
C36H72O27 (the ωB97M-V functional and the def2-TZVPD basis)
O -3.7380 -2.9404 -0.9774
H -3.3943 -4.5458 -2.3183
H -2.6250 -2.1079 1.0381
H 2.8172 3.7907 2.9036
H -3.6496 -9.8011 -0.1094
C -0.0069 1.6885 2.8186
C 6.5053 2.6059 -3.0488
H -0.5764 6.7027 -4.6969
H -7.5429 -2.7159 -0.2504
H 2.5893 0.1876 -0.4566
O 5.5413 1.7109 -3.0884
H 8.6638 2.7493 1.2551
O 4.7307 3.4126 2.2681
O 0.9182 1.6799 3.7674
H 7.1446 4.5996 -0.6544
H -1.0974 4.2747 -4.5828
C 0.0719 4.1405 0.0739
H -4.9494 -4.7057 1.5887
O 0.6420 2.3852 -4.8404
H 4.1721 2.4702 -6.0195
C -4.9646 2.2505 0.7956
O 0.3359 2.6367 1.9612
C 0.0759 -6.0884 1.9461
O -1.6133 -9.6921 0.4578
C 4.6654 -0.4963 -2.8766
C 3.2663 2.2376 -5.4732
C 1.6486 0.7070 -0.6406
H 5.9929 0.5270 -1.4418
H 1.0026 3.7656 -0.3445
O 7.6222 2.4211 -2.6427
H -2.6249 1.1259 -3.1050
H -4.6348 -5.7033 3.0139
H 4.6218 -0.5166 -3.9681
O 0.9424 4.5999 -4.3891
C 3.3418 3.4010 2.0344
H -4.5049 0.7167 2.3590
C -1.5531 -2.2640 1.1447
H -3.2541 1.0424 1.0946
H -2.6261 -0.1297 4.4035
H 8.8733 4.2577 -0.8849
H -1.1719 -5.9425 0.1524
C 0.2971 -1.0157 0.2328
O 2.5912 3.4437 -5.1062
H 3.0326 2.3694 1.8579
H -1.3056 -3.2943 0.8919
O -5.5908 -2.5930 -2.1774
H -3.1296 -10.6980 1.3752
O -5.5564 -2.4633 0.0615
H -5.5963 2.9648 1.3159
H -1.9832 -3.7897 -1.7212
H -3.2939 -5.1443 2.1154
C -0.3889 4.7411 -3.8970
H -1.7573 6.2435 -3.5110
C -4.0386 1.4637 1.7208
H 7.9398 4.6407 -3.2748
O -2.6744 -7.7739 0.9908
H -1.4031 -2.1307 2.2139
C -3.0095 -3.5711 -2.0032
H -1.3316 -0.8126 6.5466
H 2.5301 2.2868 -1.7432
H 4.8613 -1.5233 -2.5763
C -2.2121 -1.3274 6.1580
C -7.2472 -1.8756 1.6484
C -2.7896 0.5413 -2.1974
C -6.8786 -1.9646 0.1896
H -3.5613 2.2035 2.3666
H 7.5294 2.2650 -0.0220
O -2.8018 3.2582 -1.8268
C -4.2890 -4.8420 2.4391
H -0.5065 4.2140 -2.9475
H 0.4640 -6.2077 -0.2462
H -2.7409 -11.2108 -0.3234
H -0.7095 4.5369 -0.5713
O -0.9741 -1.3728 0.2092
C 6.8814 4.8862 -3.2794
H -3.0905 -1.0976 6.7611
H -3.0509 -2.9741 -2.9150
C -0.6869 6.2267 -3.7211
H 0.1748 -5.0045 2.0540
C -3.5005 2.5514 -1.1658
H 2.9920 4.0125 1.1996
H 3.7237 -0.1035 -2.5094
H 1.7888 1.0751 -2.7710
C 1.3104 3.3988 -4.7865
H -3.1804 -0.4462 -2.3996
H -1.5672 -1.4410 4.1916
C -0.2774 -6.4667 0.5090
C 7.8262 3.0760 0.6451
H 0.5104 1.3181 5.7820
H 0.3484 4.9970 0.6957
O -0.4914 -7.8618 0.4503
O -4.3809 -3.7101 3.3007
O 6.7540 3.2172 1.5888
H -1.5329 3.1519 1.2401
C 5.4973 3.1933 1.1990
H 0.1297 -0.0373 4.7184
C -2.5120 -1.1785 4.6717
C 8.0776 4.3525 -0.1480
C -1.6896 -8.3844 0.6794
C -3.3025 -3.2126 3.8324
H 0.7667 2.2417 -1.8838
O -4.2319 3.0329 -0.1639
H 6.6263 5.5302 -2.4359
H -8.3171 -1.7027 1.7566
C -2.8618 -10.3812 0.3713
H 6.7375 0.0405 -2.9701
C -5.0122 -2.6762 -1.1205
C 0.8060 0.7997 4.8656
O -3.6262 -1.9697 4.2963
H 3.3832 1.6883 -4.5411
O -1.0961 1.1740 2.8907
H -1.9080 -2.3617 6.3478
H -0.0469 6.7126 -2.9913
H -0.4543 2.0958 0.2285
H -5.5655 1.5892 0.1650
H 6.7388 5.5656 -4.1240
H 1.6307 1.3631 0.2367
H 1.8127 0.4704 5.1228
O -2.2164 -3.7099 3.9616
C 1.6633 1.6273 -1.8408
O 1.1354 -1.4777 0.9749
H -6.9761 -2.8115 2.1348
O 0.4666 -0.0935 -0.6965
C -0.5208 2.9754 0.8757
H -1.7795 0.5242 -1.7791
O -3.6198 1.2357 -1.2665
O 5.1076 2.8894 0.0976
H 1.0198 -6.5249 2.2735
H -0.6659 -6.3593 2.6976
H 2.6206 1.6123 -6.0925
H -6.9433 -1.0270 -0.3649
H -6.7436 -1.0346 2.1276
O 6.0048 3.7880 -3.3954
H 8.3537 5.2029 0.4776
C 5.8272 0.4325 -2.5147
```

=====

Repeat the first record exactly.
ORCA calculation (the ωB97M-V functional and the def2-TZVPD basis) on an isolated ion of composition C5H12NS2 and charge -1.

## Properties
- E (eV) = -28539.29808
- net charge = -1
- molar mass (g mol⁻¹) = 150.29
- SMILES = [S-]CCNCCCS
- orbital gap (eV) = 5.09
- LUMO (eV) = 2.7742
- relative energy (zero: lowest compared OMol25 entry of this formula, charge and spin) (eV) = 1.4200

XYZ file:
```
20
C5H12NS2 (the ωB97M-V functional and the def2-TZVPD basis)
H -2.0004 -3.5711 -0.4916
H -0.6863 1.0300 1.0215
N -0.0699 -0.8897 0.3757
H 2.7689 1.8341 1.6722
H -0.3591 -1.1048 1.4314
C -0.2295 0.5753 0.1462
S 2.2911 3.0801 1.3492
C -0.6999 -1.8411 -0.5965
C 1.2339 1.0384 -0.2120
H -0.8535 0.8067 -0.7489
H 2.0384 2.9150 -1.0113
H 0.2896 3.1755 -0.1943
H -2.0166 -2.7088 1.0327
S -3.6322 -1.8334 -0.5388
H 1.8476 0.4251 0.4532
H -0.9483 -1.3550 -1.5404
C 1.3558 2.6326 -0.1507
H 0.1464 -2.5356 -0.7315
C -1.9933 -2.4959 -0.0303
H 1.5174 0.8224 -1.2360
```